1.
The following is a quantum chemistry calculation of a cluster of 4 separate species, C19H41NO7S3 in total, from the Open Molecules 2025 dataset.

Computed properties:
- HOMO: -8.7 eV
- E_tot: -2524.48172 hartree
- Kohn-Sham gap: 9.02 eV
- SMILES: O=S1(=O)CCCC1.O=S1(=O)CCCC1.O=S1(=O)CCCC1.CCCCNCCOC
- Largest force on an atom: 0.2 eV/A

Each line ends with the Mulliken charge.
Geometry (Å):
1 H -1.880 -2.982 1.057  0.218
2 C 3.908 4.238 0.393  -0.563
3 O 2.817 2.041 -3.030  -0.585
4 C -4.582 -3.765 2.583  -0.208
5 H -0.836 -1.704 0.420  0.179
6 H -0.477 3.052 -1.846  0.223
7 H 3.872 5.181 3.698  0.367
8 H -3.919 -5.825 2.139  0.414
9 C 1.575 4.380 -3.098  0.030
10 H 1.360 -0.736 -2.607  0.111
11 O -3.489 -5.646 5.453  -0.660
12 H 2.191 5.129 -3.590  0.513
13 H -5.725 -4.172 5.778  0.410
14 C -5.042 -3.174 3.922  -0.671
15 H -4.188 -2.766 4.467  0.318
16 H 1.832 4.287 -2.046  -0.429
17 H -2.047 -3.765 -1.429  0.496
18 H -2.756 -4.868 3.089  0.368
19 H 0.813 -0.503 -0.960  0.009
20 H 2.951 -0.518 -0.069  0.277
21 H 3.708 4.778 -0.529  0.263
22 C 0.073 4.578 -3.264  -0.759
23 H 3.924 -2.189 -2.456  0.335
24 H 4.619 3.437 0.201  0.418
25 O -2.831 -1.681 -0.128  -0.424
26 N -0.311 -2.719 -1.906  -0.104
27 C -0.559 3.221 -2.921  -0.614
28 H 3.247 0.142 -1.652  0.056
29 O -5.228 -6.910 4.190  -0.676
30 H 0.295 1.200 -3.142  -0.508
31 C 2.946 -0.765 -1.132  -0.041
32 H -0.671 -4.199 -0.417  0.371
33 H 1.742 -3.161 -2.089  0.401
34 H 3.896 6.134 1.433  0.304
35 O 2.605 2.024 1.033  -0.620
36 H -0.291 5.366 -2.605  0.362
37 H 4.978 -1.487 -1.242  0.433
38 H 1.904 3.410 3.234  0.404
39 C 2.334 4.150 2.563  -0.767
40 H -1.615 3.187 -3.188  0.419
41 H 1.191 -2.873 -0.448  0.352
42 C -3.812 -5.052 2.896  -0.714
43 S 2.381 3.441 0.919  1.169
44 C -1.172 -3.358 -0.919  -1.038
45 H -0.146 1.979 -4.684  0.422
46 C 4.329 5.140 1.558  -0.660
47 C 0.228 2.145 -3.675  0.174
48 H 1.699 5.034 2.516  0.317
49 C 1.512 -1.075 -1.578  0.168
50 H -1.738 -0.593 -1.522  -0.054
51 H -3.178 -1.397 -2.159  0.259
52 O 1.267 3.936 0.143  -0.687
53 H -3.361 0.019 -1.108  0.279
54 S -4.507 -5.688 4.433  1.171
55 H -5.763 -2.370 3.782  0.359
56 C 1.085 -2.532 -1.484  -0.938
57 O 2.185 2.985 -5.252  -0.709
58 H 5.412 5.254 1.586  0.341
59 H -0.158 4.861 -4.293  0.349
60 C -5.648 -4.332 4.705  -0.738
61 C -1.650 -2.396 0.166  0.013
62 C 3.968 -1.861 -1.415  -1.497
63 H 4.350 3.599 3.084  0.285
64 H -5.452 -3.996 1.967  0.319
65 H 3.827 -2.738 -0.782  0.301
66 H -0.342 -3.251 -2.764  0.241
67 C -2.765 -0.874 -1.294  -0.363
68 C 3.790 4.505 2.848  -0.566
69 H -6.612 -4.639 4.299  0.349
70 S 1.900 2.793 -3.852  1.029
71 H -3.964 -3.066 2.022  -0.010

---

2.
The following is a quantum chemistry calculation of a cluster of 3 separate species, C11H29BrN2O5 in total, from the Open Molecules 2025 dataset.

Computed properties:
- HOMO: -8.9 eV
- E_tot: -3496.13032 hartree
- Kohn-Sham gap: 9.56 eV
- SMILES: NC(N)COCBr.COCCOC.COCCOC
- Largest force on an atom: 0.8 eV/A

Each line ends with the Mulliken charge.
Geometry (Å):
1 H -1.305 3.674 -2.442  0.345
2 H -4.305 3.141 -4.134  0.239
3 H 2.671 -0.147 -0.235  0.293
4 H -4.078 1.397 0.303  0.259
5 H -0.785 0.246 3.915  0.552
6 H 3.926 -3.904 -0.539  0.268
7 N 0.231 1.243 1.596  -0.392
8 H 0.719 1.309 5.137  0.377
9 H 1.223 1.417 1.687  0.201
10 C -1.546 2.606 -2.435  -0.614
11 C -3.422 3.477 -3.593  -0.704
12 H 3.547 -1.247 0.852  0.251
13 H -4.866 2.946 -0.069  0.246
14 C 1.452 -2.242 -1.472  -0.415
15 C 4.144 -4.148 -1.582  -0.658
16 C -0.077 -0.413 3.414  -1.028
17 C -0.136 -0.117 1.930  0.577
18 H 0.538 -0.764 1.386  -0.328
19 N -1.524 -0.362 1.485  -0.403
20 O -2.633 2.337 -3.312  -0.370
21 H -2.872 4.184 -4.223  0.313
22 C -4.110 2.236 -0.401  -0.680
23 O 2.018 -2.111 -0.175  -0.339
24 H -1.592 -1.234 0.981  0.236
25 H -3.739 3.982 -2.676  0.309
26 H 1.666 -1.357 -2.076  0.368
27 C 3.070 -1.162 -0.124  -0.863
28 H 1.735 -4.370 -1.565  0.349
29 H -0.319 1.930 2.095  0.235
30 H 3.815 -1.347 -0.901  0.458
31 C 1.331 0.417 5.116  -0.400
32 H -0.678 2.060 -2.818  0.355
33 H 0.366 -2.313 -1.352  0.343
34 Br 0.765 -0.697 6.620  -0.195
35 H -2.073 1.083 -1.007  0.301
36 O 3.331 -3.404 -2.472  -0.371
37 H 2.363 0.693 5.264  0.305
38 H 1.411 -3.592 -3.123  0.376
39 H -0.932 2.281 -0.416  0.179
40 O -2.868 2.911 -0.425  -0.387
41 C 1.946 -3.486 -2.175  -0.650
42 H -2.116 -0.399 2.306  0.261
43 C -1.826 2.146 -1.023  -0.157
44 H -0.408 -1.434 3.585  0.342
45 H -4.385 1.864 -1.392  0.314
46 O 1.238 -0.242 3.919  -0.266
47 H 5.180 -3.894 -1.796  0.240
48 H 4.005 -5.223 -1.739  0.327

---

3.
The following is a quantum chemistry calculation of an isolated molecule of C9H12 in a non-equilibrium geometry, from the Open Molecules 2025 dataset.

Computed properties:
- HOMO: -8.2 eV
- E_tot: -349.99132 hartree
- Kohn-Sham gap: 9.22 eV
- ΔE to the lowest compared entry with this formula, charge and spin: 298.2 kJ/mol
- SMILES: C[C@]12[C@@H]3C=CC[C@@]1(C)[C@@H]32
- Largest force on an atom: 4.1 eV/A

Each line ends with the Mulliken charge.
Geometry (Å):
1 H 3.004 -1.703 0.072  0.405
2 H 1.870 2.111 1.587  0.384
3 H -1.766 2.084 0.202  0.354
4 H 0.442 -1.958 -0.160  0.478
5 H 2.318 2.298 -0.134  0.378
6 C -0.928 -0.573 1.644  -1.817
7 H -0.541 -1.438 2.149  0.468
8 H 3.856 0.365 0.880  0.391
9 C 2.344 -0.855 0.152  -0.552
10 C 2.819 0.361 0.578  -0.576
11 H -1.796 -0.785 1.095  0.355
12 C 0.347 1.345 0.303  1.034
13 H -0.555 3.171 -0.543  0.350
14 C 1.869 1.654 0.615  -0.863
15 H -0.664 3.053 1.214  0.361
16 H -1.203 0.198 2.412  0.343
17 C 0.162 -0.070 0.769  0.427
18 C 0.908 -0.984 -0.061  0.211
19 C 0.190 0.176 -0.697  -1.066
20 H -0.816 0.168 -1.254  0.353
21 C -0.745 2.495 0.291  -1.418